1.
DFT (wB97M-V/def2-TZVPD) results for a 10-piece molecular cluster, C36H92O24S8 overall in a non-equilibrium geometry.

XYZ file:
```
160
Properties=species:S:1:pos:R:3:forces:R:3:mulliken_charge:R:1
C -2.0226 -0.8060 -0.4389 0.369 0.451 0.023 0.247
C -0.6723 -0.1374 -0.2156 0.172 -1.048 -1.412 1.289
O -0.6258 0.2301 1.1695 0.175 0.066 0.034 -0.697
S 0.6917 0.9266 1.6974 -0.435 -0.052 -0.908 0.825
C -0.0845 2.0626 2.7590 0.363 0.350 1.140 -0.889
O 1.5020 -0.0589 2.3455 -0.131 0.129 0.564 -0.212
O 1.2836 1.6430 0.6126 0.425 0.306 -0.451 -0.394
H -2.2594 -1.2921 0.5056 -0.359 -0.120 -0.175 -0.403
H -1.9687 -1.5400 -1.2417 0.105 -0.075 0.078 -0.510
H -2.7914 -0.0930 -0.7200 -0.172 0.065 0.285 0.307
H 0.1111 -0.8574 -0.4946 0.078 -0.084 0.703 -0.150
H -0.4470 0.6781 -0.9035 -0.431 0.490 0.462 0.096
H -0.8752 2.5831 2.2293 -0.091 -0.223 -0.134 0.349
H 0.6479 2.8043 3.0804 0.198 -0.120 -0.161 0.220
H -0.4151 1.5344 3.6526 -0.343 -0.050 -0.162 0.194
C -1.3270 -3.3534 -3.4666 0.659 0.043 0.192 -0.206
C -2.7757 -3.6210 -3.7400 0.150 0.487 0.397 -0.331
O -2.9478 -5.0080 -4.0984 -0.114 0.012 0.038 -0.314
S -4.4464 -5.4644 -4.3689 0.351 -0.104 -0.509 1.250
C -4.1695 -7.1908 -4.1621 0.470 0.131 0.233 -0.939
O -5.2833 -4.9412 -3.3383 -0.239 0.052 0.419 -0.605
O -4.7876 -5.1885 -5.7291 -0.057 0.059 -0.100 -0.661
H -1.2050 -2.3406 -3.0828 -0.092 0.133 -0.378 -0.510
H -0.6946 -3.4821 -4.3450 -0.061 0.095 -0.048 0.485
H -0.9044 -3.9589 -2.6643 -0.263 -0.389 -0.035 0.168
H -3.3417 -3.4002 -2.8323 -0.237 -0.163 -0.134 0.359
H -3.1314 -2.9831 -4.5517 -0.089 -0.097 -0.048 0.323
H -5.1107 -7.6666 -3.9093 -0.023 -0.059 -0.097 0.363
H -3.4386 -7.2731 -3.3611 -0.236 -0.160 0.208 0.298
H -3.7042 -7.5808 -5.0620 -0.247 -0.016 -0.151 0.337
C 3.3695 0.7813 5.1277 -0.037 0.344 -0.289 -0.343
C 3.6451 -0.3986 6.0224 0.117 -0.248 0.340 -0.686
O 2.4451 -1.2255 6.0750 0.112 -0.092 -0.062 -0.314
S 1.9619 -1.7410 7.4835 -1.142 0.787 0.688 1.145
C 1.1303 -0.3120 8.1496 1.321 -0.179 0.165 -0.884
O 0.8967 -2.6547 7.2535 0.127 -0.648 -0.570 -0.590
O 3.0733 -2.1003 8.2974 0.525 -0.048 0.055 -0.625
H 3.1133 1.6701 5.7057 0.048 -0.004 0.031 0.474
H 2.5319 0.5872 4.4578 0.111 -0.210 -0.046 -0.223
H 4.2364 1.0092 4.5061 0.007 0.052 0.051 0.083
H 4.4528 -1.0514 5.6962 -0.083 0.054 -0.295 0.254
H 3.9178 -0.0870 7.0320 -0.124 -0.025 0.015 0.628
H 1.8329 0.5125 8.2789 -0.039 0.093 -0.377 0.318
H 0.8863 -0.6108 9.1669 -0.666 -0.056 -0.169 0.424
H 0.3286 -0.1057 7.4493 -0.301 0.164 0.354 0.215
C -4.0261 -2.8795 2.0274 -0.405 0.326 -0.338 -1.256
C -3.3403 -2.7724 3.3595 -0.009 -1.188 0.728 -0.106
O -2.6923 -1.5025 3.5615 0.024 0.347 -0.406 -0.139
S -1.6656 -1.4372 4.7579 0.254 -0.341 0.813 1.146
C -0.2664 -2.3709 4.1742 -0.920 0.155 -0.298 0.424
O -1.2518 -0.0761 4.9191 -0.101 0.255 -0.524 -0.686
O -2.2401 -2.0798 5.8994 -0.103 -0.222 -0.120 -0.727
H -3.3823 -3.0886 1.1734 0.225 -0.061 0.216 0.015
H -4.5831 -1.9788 1.7603 0.012 0.041 0.213 0.378
H -4.7571 -3.6859 2.1083 0.059 -0.052 -0.092 0.505
H -4.0289 -2.9718 4.1841 -0.225 0.576 -0.088 0.401
H -2.6266 -3.5957 3.5049 0.241 0.267 -0.363 0.214
H 0.5691 -1.8457 4.6226 0.327 -0.427 -0.070 -0.716
H -0.2635 -2.3382 3.0858 0.209 0.452 0.072 -0.342
H -0.4137 -3.4072 4.4634 0.341 0.045 0.400 0.791
C -2.3329 0.4704 -4.1942 0.261 -0.212 -0.051 0.048
C -2.5613 1.4383 -5.3284 -0.525 -0.491 -0.179 -0.924
O -3.1129 2.6417 -4.7544 0.232 0.353 0.251 -0.021
S -2.6686 4.0608 -5.2771 0.136 -0.162 -0.004 1.353
C -3.3710 4.0341 -6.9170 0.905 0.109 -0.136 -1.150
O -3.3295 5.0163 -4.4660 -0.570 0.158 0.195 -0.659
O -1.2374 4.1220 -5.3346 0.211 -0.288 -0.360 -0.654
H -1.7231 -0.3682 -4.5324 -0.009 0.028 -0.058 0.178
H -3.2558 0.0580 -3.7874 -0.108 0.248 0.016 0.116
H -1.7844 0.9771 -3.4006 -0.029 -0.080 0.071 -0.124
H -1.6556 1.6166 -5.9102 0.080 0.334 0.238 0.468
H -3.3245 1.0765 -6.0245 0.101 -0.125 -0.007 0.289
H -3.8798 4.9755 -7.0930 -0.249 -0.098 0.074 0.397
H -3.9866 3.1470 -7.0136 -0.327 0.189 -0.007 0.288
H -2.5319 3.9552 -7.6078 -0.055 -0.011 -0.041 0.384
C 3.7973 -1.3953 -1.4347 0.435 -0.791 -1.147 -1.189
C 3.1293 -0.3233 -2.2674 -0.752 0.126 1.425 0.149
O 2.7945 -0.8563 -3.5584 0.246 -0.496 -0.190 -0.509
S 1.3862 -0.4869 -4.1719 0.712 1.157 1.473 1.204
C 1.6947 1.2340 -4.4101 -0.309 -0.221 -0.334 -0.199
O 1.2712 -1.2184 -5.3703 -0.170 -0.405 -0.908 -0.745
O 0.4031 -0.5829 -3.1395 -0.419 -0.297 0.137 -0.307
H 3.1012 -2.2149 -1.2487 -0.271 0.273 0.375 0.098
H 4.2331 -1.0193 -0.5140 -0.089 0.074 0.052 0.248
H 4.5563 -1.8998 -2.0450 0.311 0.356 0.225 0.448
H 2.2173 -0.0597 -1.7173 -0.094 0.092 -0.332 0.137
H 3.6810 0.6113 -2.3580 0.413 -0.276 -0.340 0.507
H 2.5141 1.2941 -5.1206 -0.055 0.305 -0.075 0.450
H 1.9721 1.6194 -3.4326 0.058 0.098 -0.027 -0.246
H 0.7833 1.7268 -4.7419 0.058 0.048 -0.184 0.033
C -6.0399 2.9975 -3.5522 0.981 0.573 0.772 -0.917
C -6.7807 1.8658 -2.9000 -0.546 -0.286 -0.716 -0.339
O -5.8169 0.8918 -2.4231 0.269 0.090 0.091 -0.081
S -6.3922 -0.3422 -1.6137 0.425 -0.240 -0.407 0.955
C -6.7919 -1.4732 -2.9083 -0.711 -0.082 0.106 -0.818
O -5.3092 -0.8937 -0.8701 0.223 0.066 0.082 -0.397
O -7.5831 0.0792 -0.9606 -0.548 0.001 0.260 -0.698
H -6.6714 3.8617 -3.7513 -0.208 -0.131 0.082 0.451
H -5.4324 2.8117 -4.4326 -0.440 -0.617 -0.200 0.033
H -5.2827 3.3041 -2.8210 -0.142 0.307 -0.031 0.255
H -7.3865 2.2119 -2.0665 0.155 0.041 0.101 0.339
H -7.4579 1.3477 -3.5883 0.020 0.065 -0.036 0.341
H -5.9155 -1.9817 -3.2938 0.122 0.159 -0.023 0.107
H -7.3529 -0.9328 -3.6692 0.176 -0.003 -0.131 0.370
H -7.4790 -2.2052 -2.4832 0.149 -0.050 0.097 0.393
C 1.7777 5.5812 1.6504 0.422 0.235 -0.151 -0.742
C 0.4533 5.7976 0.9505 0.499 0.186 -0.067 -0.498
O 0.0823 4.5490 0.3245 -0.671 0.345 0.239 -0.079
S -0.9162 4.6425 -0.9307 0.451 -0.356 0.269 1.023
C 0.3079 4.5436 -2.2072 -0.500 -1.353 0.193 -0.340
O -1.7118 3.4657 -0.8723 0.034 -0.528 -0.208 -0.447
O -1.5673 5.9055 -0.9657 0.054 0.660 0.090 -0.683
H 2.6045 5.6261 0.9380 -0.029 -0.061 0.003 0.240
H 1.8599 4.6220 2.1595 -0.300 -0.024 0.014 -0.080
H 1.9407 6.3729 2.3832 -0.017 -0.004 -0.003 0.443
H -0.2964 6.1700 1.6489 -0.296 -0.447 -0.097 0.283
H 0.5415 6.5515 0.1667 0.080 0.101 0.104 0.492
H 1.1726 5.1122 -1.8854 -0.109 0.504 -0.494 0.358
H -0.1799 4.7092 -3.1654 0.292 0.644 -0.043 0.335
H 0.6028 3.4901 -2.2145 0.070 0.039 0.159 -0.252
C 3.6313 -2.3407 2.6554 0.403 0.077 0.205 -0.485
C 3.2797 -3.5746 1.8359 -0.404 0.462 -0.162 -0.960
C 1.7933 -3.5769 1.4912 -0.218 -0.058 -0.199 0.923
C 1.4016 -4.7039 0.5393 -0.022 -0.489 0.761 -1.319
C -0.0892 -4.7878 0.2438 -0.178 0.912 0.575 0.682
C -0.9216 -5.0488 1.5069 -0.545 0.011 -0.661 -1.227
H 4.6602 -2.3988 3.0215 -0.074 -0.053 0.170 0.451
H 2.9434 -2.2414 3.4985 0.141 -0.049 0.116 -0.143
H 3.5575 -1.3992 2.1107 -0.148 -0.151 -0.259 -0.095
H 3.8628 -3.5987 0.9113 0.110 -0.081 0.024 0.404
H 3.5069 -4.4779 2.4067 0.092 -0.032 -0.068 0.403
H 1.4885 -2.6142 1.0581 0.143 0.047 0.050 -0.369
H 1.2365 -3.6774 2.4266 0.070 -0.001 -0.062 0.194
H 2.0078 -4.6207 -0.3652 -0.073 -0.212 -0.077 0.376
H 1.6338 -5.6353 1.0751 0.424 -0.088 -0.398 0.331
H -0.4060 -3.7920 -0.0966 -0.080 -0.184 -0.437 -0.592
H -0.3216 -5.5333 -0.5151 0.074 0.036 -0.115 0.501
H -1.9827 -5.0396 1.2354 0.040 -0.111 0.013 0.413
H -0.7249 -6.0247 1.9515 0.219 0.122 0.210 0.399
H -0.8118 -4.2303 2.2163 0.199 -0.283 0.162 0.024
C 7.5632 4.4468 3.6387 -0.495 -0.035 0.602 -1.454
C 6.4792 3.5424 3.0527 -0.074 0.026 0.513 0.196
C 6.8807 2.8019 1.7873 0.489 -0.546 -0.320 -1.049
C 5.7078 2.2424 0.9999 -0.683 -0.446 0.909 -0.201
C 4.6650 3.2749 0.5907 -0.105 0.547 -0.347 -0.017
C 3.8661 2.8300 -0.6321 0.473 0.671 -0.324 -0.514
H 8.3119 3.8438 4.1546 0.288 0.083 -0.321 0.332
H 7.1117 5.0564 4.4270 0.077 0.093 -0.061 0.385
H 8.0190 5.1274 2.9223 0.076 -0.133 -0.120 0.353
H 6.2555 2.7932 3.8232 0.016 -0.085 -0.098 0.001
H 5.5273 4.0762 2.9848 0.186 0.230 -0.500 0.216
H 7.5043 1.9592 2.1105 0.030 0.007 -0.106 0.386
H 7.5405 3.3591 1.1126 -0.204 0.460 0.198 0.415
H 6.0083 1.6367 0.1418 0.284 0.258 -0.103 0.450
H 5.2182 1.5208 1.6729 -0.122 -0.028 -0.182 -0.147
H 3.9669 3.5339 1.3901 0.086 -0.390 0.189 -0.069
H 5.1571 4.2353 0.3830 0.076 -0.107 -0.172 0.483
H 2.9982 3.4707 -0.7990 -0.246 -0.269 0.232 -0.262
H 4.4765 2.9782 -1.5318 0.102 -0.348 0.053 0.617
H 3.5790 1.7873 -0.5407 -0.262 0.046 -0.004 -0.215
```
Positions in Å, forces in eV/Å.

Kohn-Sham gap in eV: 10.903
E_tot in eV: -174642.9082
Structure (SMILES): CCOS(C)(=O)=O.CCOS(C)(=O)=O.CCOS(C)(=O)=O.CCOS(C)(=O)=O.CCOS(C)(=O)=O.CCOS(C)(=O)=O.CCOS(C)(=O)=O.CCOS(C)(=O)=O.CCCCCC.CCCCCC
Total charge: 0

2.
DFT (wB97M-V/def2-TZVPD) results for C50H42BClF6LaN9O6S3 as an isolated structure in a non-equilibrium geometry.

XYZ file:
```
119
Properties=species:S:1:pos:R:3:forces:R:3:mulliken_charge:R:1
La -0.6505 -0.3649 0.5348 0.246 -0.296 -0.366 1.293
C 3.4345 4.3423 0.7830 0.000 -0.184 -0.139 -1.660
C 2.0803 3.7471 0.5772 -0.300 0.308 0.192 0.672
C 0.8815 4.4240 0.6087 0.161 -0.282 -0.010 -1.676
C -0.1012 3.4472 0.3870 0.754 0.109 0.071 -1.702
N 0.4796 2.2507 0.2535 -0.896 -0.012 -0.171 1.086
N 1.8075 2.4406 0.3579 0.507 0.349 0.363 0.424
B 2.8769 1.4438 -0.1502 -0.578 -0.209 -0.399 -1.169
N 2.8618 0.0246 0.4502 0.589 0.230 0.450 0.468
N 2.1563 -1.0247 -0.0157 -0.747 -0.502 -0.376 0.072
C 2.6536 -2.1209 0.5666 0.527 0.529 0.175 0.023
C 3.6911 -1.7624 1.4397 -0.169 0.193 -0.209 -1.208
C 3.7863 -0.3921 1.3407 0.072 -0.241 0.116 0.663
C 4.7080 0.5214 2.0722 0.035 -0.014 -0.240 -1.504
C 2.2288 -3.5050 0.3335 -0.156 -0.273 -0.157 0.663
C 2.0618 -4.0222 -0.9472 0.088 0.070 0.040 0.021
C 1.6631 -5.3344 -1.1322 -0.080 -0.127 -0.137 -0.580
C 1.4281 -6.1568 -0.0438 0.021 -0.057 -0.002 -0.444
C 1.6597 -5.6711 1.2333 -0.023 -0.121 0.064 -0.960
C 2.0684 -4.3639 1.4222 0.098 0.020 -0.088 -0.780
N 2.6886 1.4045 -1.6700 0.677 0.214 -0.351 0.129
N 1.5217 1.0665 -2.2131 -0.866 -0.366 -0.445 0.580
C 1.6403 1.2047 -3.5329 0.646 0.236 0.433 0.211
C 2.9322 1.6766 -3.8411 -0.107 -0.022 0.199 -1.391
C 3.5653 1.7965 -2.6255 0.017 -0.003 -0.330 0.644
C 4.9647 2.2531 -2.3994 -0.063 -0.044 0.159 -1.593
C 0.6048 0.8297 -4.4823 -0.493 -0.043 -0.387 0.364
C -0.7192 0.6540 -4.0867 0.198 0.083 0.030 0.767
C -1.6773 0.2274 -4.9874 -0.163 -0.020 -0.089 -0.440
C -1.3298 -0.0346 -6.3043 -0.006 0.030 -0.067 -0.696
C -0.0180 0.1450 -6.7139 0.009 -0.041 -0.228 -0.746
C 0.9390 0.5769 -5.8144 0.092 0.140 0.100 -0.793
C -1.5251 3.7582 0.2982 -0.362 -0.001 -0.273 1.369
C -2.0536 4.7789 1.0894 0.043 -0.024 -0.011 -0.340
C -3.3892 5.1175 1.0004 0.020 0.149 -0.084 -0.905
C -4.2124 4.4509 0.1075 -0.049 0.062 -0.034 -0.594
C -3.6869 3.4694 -0.7133 -0.135 0.014 -0.110 -0.452
C -2.3487 3.1320 -0.6296 0.226 0.114 0.075 0.437
H 3.3365 5.2954 1.3027 -0.044 -0.003 -0.032 0.507
H 3.9237 4.5238 -0.1747 0.133 0.007 -0.007 0.202
H 4.0708 3.6884 1.3739 0.091 -0.017 0.029 0.193
H 0.7279 5.4768 0.7403 0.013 0.191 0.050 0.648
H 3.9452 1.8994 0.0688 0.263 0.206 0.108 -0.200
H 4.2683 -2.4229 2.0546 0.142 -0.093 0.166 0.555
H 5.5449 0.8167 1.4359 0.048 0.081 0.019 0.222
H 5.0989 0.0061 2.9454 0.010 0.007 0.115 0.447
H 4.1796 1.4162 2.3897 0.078 0.054 0.120 0.148
H 2.2543 -3.3992 -1.8059 0.017 0.025 0.038 0.497
H 1.5235 -5.7167 -2.1351 -0.037 0.033 -0.064 0.356
H 1.0690 -7.1682 -0.1900 0.033 -0.020 0.000 0.370
H 1.5021 -6.3088 2.0932 -0.022 -0.022 0.044 0.393
H 2.2197 -3.9817 2.4195 -0.009 0.011 0.013 0.507
H 3.3371 1.9292 -4.8028 0.084 0.024 -0.126 0.520
H 5.3559 2.6583 -3.3319 0.044 -0.036 -0.003 0.395
H 5.5943 1.4223 -2.0841 0.154 -0.013 0.064 0.224
H 5.0201 3.0267 -1.6381 0.063 0.066 0.099 0.155
H -0.9870 0.8162 -3.0550 -0.154 0.014 0.131 -0.108
H -2.6894 0.0877 -4.6360 -0.070 -0.003 0.104 0.615
H -2.0741 -0.3811 -7.0114 -0.039 -0.008 0.016 0.432
H 0.2663 -0.0676 -7.7402 -0.004 0.027 0.029 0.337
H 1.9640 0.6939 -6.1428 0.050 -0.021 0.013 0.323
H -1.4112 5.2879 1.7953 0.019 -0.006 0.090 0.351
H -3.7919 5.8936 1.6374 -0.030 -0.002 0.068 0.342
H -5.2649 4.6882 0.0642 -0.110 0.029 -0.031 0.403
H -4.3209 2.9629 -1.4272 -0.046 -0.100 -0.060 0.406
H -1.9369 2.3789 -1.2801 0.002 -0.105 -0.069 0.367
C 0.7069 -2.2599 -4.1648 0.007 -0.197 0.043 -1.605
C -0.4831 -2.8423 -4.5729 0.189 -0.019 0.085 -1.199
C -1.4693 -3.0710 -3.6363 0.014 0.068 0.112 -0.993
C -1.2398 -2.7377 -2.2928 0.065 -0.108 -0.430 0.524
N -0.1324 -2.0782 -1.9400 -0.320 0.395 0.542 1.468
C 0.8009 -1.8482 -2.8449 0.274 0.012 -0.399 -1.381
C -2.1382 -3.1525 -1.2061 -0.341 0.002 0.594 1.169
C -3.0304 -4.2044 -1.4418 0.177 0.138 -0.188 -0.893
C -3.8793 -4.6541 -0.4538 -0.119 -0.078 0.050 -1.083
C -3.8138 -4.0659 0.7954 -0.086 0.034 0.149 -0.690
C -2.8996 -3.0505 1.0404 0.136 0.033 -0.036 -0.370
C -2.0334 -2.5310 0.0644 -0.118 -0.269 -0.048 0.327
H 1.5209 -2.0966 -4.8553 0.023 0.105 -0.003 0.518
H -0.6353 -3.1101 -5.6115 -0.030 0.008 -0.010 0.372
H -2.4156 -3.4867 -3.9454 -0.056 -0.050 0.063 0.455
H 1.6676 -1.3124 -2.4834 0.041 -0.012 -0.009 1.238
H -3.0571 -4.6979 -2.4029 0.025 -0.030 -0.131 0.338
H -4.5745 -5.4597 -0.6557 -0.034 -0.028 -0.005 0.338
H -4.4843 -4.3861 1.5809 -0.041 -0.072 0.146 0.494
H -2.8762 -2.6458 2.0431 0.012 -0.059 -0.054 0.007
S 0.4984 -2.0825 2.8639 -0.310 -0.518 -0.378 -0.413
C 1.2009 -0.6812 3.4995 0.085 -0.026 -0.057 0.698
C 1.9437 -0.7565 4.6982 0.123 0.134 0.133 -1.296
C 2.5118 0.3679 5.2253 -0.042 0.118 -0.050 -0.708
C 2.3492 1.5786 4.5479 0.052 0.035 0.000 -1.202
C 1.6432 1.5627 3.3624 0.103 0.522 0.161 -0.295
N 1.0709 0.4878 2.8310 -0.309 -0.412 0.077 1.384
H 2.0404 -1.7207 5.1680 -0.014 -0.135 0.104 0.508
H 3.0765 0.3275 6.1475 0.037 -0.039 0.091 0.369
H 2.7708 2.4973 4.9311 -0.006 0.069 -0.070 0.557
H 1.5332 2.4851 2.8093 -0.094 0.062 -0.076 -0.036
Cl -6.2248 -0.2879 -1.0853 -0.908 -0.013 -0.146 -0.305
C -4.5648 -0.2774 -0.5239 0.816 0.084 -0.185 1.926
C -3.5585 0.0277 -1.6816 -1.443 -0.347 0.404 -0.238
O -3.9709 0.0652 -2.8327 0.130 0.093 -0.276 -0.871
O -2.3830 0.2177 -1.2779 1.622 -0.062 0.870 0.971
H -4.3533 -1.2676 -0.1119 0.086 0.226 -0.029 -0.499
H -4.4809 0.4794 0.2590 0.073 -0.193 -0.204 -0.886
F -0.9058 2.8366 2.9844 -0.117 0.020 -0.094 -0.151
C -1.8687 2.4320 3.8048 0.154 0.113 0.260 0.585
F -1.3418 1.5247 4.6305 0.070 -0.006 -0.141 -0.353
F -2.2041 3.4778 4.5765 -0.392 0.011 -0.246 -0.313
S -3.3389 1.7174 2.8494 0.361 1.351 0.964 1.013
O -2.7447 1.2002 1.6512 0.397 -0.307 -0.561 0.033
O -4.2408 2.8134 2.7167 -0.262 -0.152 0.128 -0.685
N -3.9020 0.6651 3.8707 -0.130 -0.235 -0.377 -0.673
S -3.1097 -0.7009 3.9585 -0.088 -0.477 1.381 1.044
O -1.9370 -0.7263 3.1432 0.241 -0.098 -0.236 -0.240
O -3.9737 -1.8369 3.9700 -0.244 0.093 0.011 -0.686
C -2.4749 -0.6715 5.7807 -0.039 0.104 0.349 0.531
F -1.1489 -0.6997 5.8886 -0.034 -0.050 -0.392 -0.129
F -2.9096 0.4131 6.4445 -0.098 -0.026 -0.211 -0.249
F -2.9346 -1.7299 6.4652 -0.150 -0.101 -0.368 -0.280
```
Positions in Å, forces in eV/Å.

Relative energy (zero: lowest compared OMol25 entry of this formula, charge and spin) in eV: 0.3022
Kohn-Sham gap in eV: 6.279
E_tot in eV: -141106.3181
Total charge: -2

Question: Number 1 is which compound?
Answer: C36H92O24S8

Question: Which formula does entry 2 have?
Answer: C50H42BClF6LaN9O6S3